[1]
ORCA calculation (wB97M-V/def2-TZVPD) on C4H11N3O in the gas phase in a non-equilibrium geometry.

```
19
Properties=species:S:1:pos:R:3:lowdin_charge:R:1
C -1.278 1.000 1.511 -0.02
C -1.017 -1.252 0.433 -0.03
C -0.367 0.114 0.658 -0.64
O -0.208 0.771 -0.613 -0.02
H -1.957 -1.137 -0.120 0.09
H -1.474 0.556 2.493 0.09
H -2.237 1.162 1.007 0.09
H -0.833 1.992 1.652 0.09
H -0.378 -1.905 -0.171 0.08
H -1.228 -1.765 1.377 0.09
C 0.908 0.401 -1.326 -0.58
N 0.570 -0.230 -2.475 0.15
N 0.915 -0.023 1.344 0.08
N 2.094 0.748 -0.996 0.12
H -0.389 -0.555 -2.489 0.10
H 1.287 -0.821 -2.873 0.11
H 1.603 -0.493 0.749 0.07
H 1.258 0.901 1.604 0.09
H 2.733 0.536 -1.765 0.05
```

Properties
Energy relative to the best compared isomer or geometry (same formula, charge and spin) (eV): 0.882
Molecular weight (g/mol): 117.152
LUMO (eV): 0.781
Calculated total energy (a.u.): -398.5218
HOMO energy (eV): -9.15
SMILES string: [H]/N=C(\N)OC(C)(C)N
Charge: 0
Gap between HOMO and LUMO (hartree): 0.3651

[2]
ORCA calculation (wB97M-V/def2-TZVPD) on C40H32BN6O6ReS2Se3Te as an isolated structure in a non-equilibrium geometry.

```
92
Properties=species:S:1:pos:R:3:mulliken_spin:R:1
Re 0.080 0.186 -0.016 1.40
Se -1.938 -1.579 -0.501 -0.13
Se -2.738 -1.377 -2.623 -0.02
Te -3.196 1.082 -2.539 0.01
Se -0.815 1.632 -2.183 0.04
N 0.941 -1.412 0.235 -0.21
C 1.573 -2.481 0.458 0.05
C 2.326 -2.633 1.739 -0.02
C 1.743 -2.246 2.940 0.02
C 2.441 -2.348 4.136 0.00
C 3.746 -2.824 4.137 0.00
C 4.341 -3.194 2.937 0.00
C 3.632 -3.112 1.748 0.00
C 1.585 -3.562 -0.579 -0.03
C 1.808 -4.893 -0.235 0.00
C 1.877 -5.876 -1.216 0.00
C 1.719 -5.539 -2.552 0.00
C 1.461 -4.218 -2.899 0.00
C 1.389 -3.239 -1.921 0.02
H 0.726 -1.871 2.929 0.00
H 1.965 -2.057 5.065 0.00
H 4.298 -2.897 5.065 0.00
H 5.368 -3.539 2.927 0.00
H 4.103 -3.387 0.812 0.00
H 1.922 -5.163 0.809 0.00
H 2.060 -6.906 -0.932 0.00
H 1.786 -6.302 -3.319 0.00
H 1.321 -3.947 -3.939 0.00
H 1.198 -2.208 -2.188 0.01
S 3.665 0.714 1.623 0.00
C 4.620 0.615 0.264 0.00
N 5.146 1.760 -0.291 0.00
C 5.980 1.780 -1.350 0.00
C 6.317 0.614 -1.945 0.00
C 5.717 -0.545 -1.406 0.00
N 4.932 -0.570 -0.363 0.00
H 4.865 2.617 0.163 0.00
H 6.333 2.749 -1.674 0.00
H 6.977 0.581 -2.797 0.00
H 5.907 -1.509 -1.870 0.00
O 2.148 2.066 -1.554 -0.01
B 1.653 0.731 -1.334 -0.05
O 2.274 -0.103 -2.310 -0.05
C 3.031 0.704 -3.107 0.00
C 3.773 0.361 -4.213 0.00
C 4.464 1.393 -4.861 0.00
C 4.397 2.701 -4.399 0.00
C 3.630 3.035 -3.274 0.00
C 2.955 2.010 -2.654 0.00
H 3.808 -0.664 -4.562 0.00
H 5.047 1.168 -5.745 0.00
H 4.936 3.480 -4.924 0.00
H 3.541 4.056 -2.925 0.00
C -1.349 1.118 3.991 -0.01
C -1.517 -0.132 3.175 0.00
O -1.285 -0.126 1.980 -0.06
C -1.986 -1.391 3.833 0.00
C -2.455 -1.394 5.144 0.00
C -2.897 -2.575 5.724 0.00
C -2.865 -3.757 4.997 0.00
C -2.396 -3.759 3.688 0.00
C -1.961 -2.580 3.108 -0.01
H -0.709 1.815 3.455 0.00
H -0.919 0.908 4.970 0.00
H -2.324 1.590 4.138 0.00
H -2.493 -0.475 5.714 0.00
H -3.266 -2.571 6.741 0.00
H -3.209 -4.678 5.450 0.00
H -2.370 -4.679 3.118 0.00
H -1.594 -2.571 2.090 -0.01
O -4.564 8.650 4.625 0.00
S -4.163 8.038 3.379 0.00
O -5.004 6.949 2.926 0.00
O -3.747 8.965 2.341 0.00
C -2.575 7.234 3.747 0.00
N -1.802 7.746 4.716 0.00
C -0.589 7.227 4.838 0.00
C -0.115 6.205 4.033 0.00
C -1.005 5.719 3.093 0.00
N -2.218 6.226 2.944 0.00
C -0.697 4.543 2.220 0.01
C -1.746 3.845 1.633 -0.01
C -1.482 2.688 0.936 0.02
N -0.238 2.202 0.779 0.01
C 0.783 2.909 1.284 0.04
C 0.591 4.074 2.002 -0.01
H 0.032 7.637 5.630 0.00
H 0.879 5.799 4.166 0.00
H -2.758 4.211 1.745 0.00
H -2.277 2.104 0.492 0.00
H 1.776 2.509 1.125 -0.02
H 1.458 4.593 2.387 0.00
```

Properties
Energy relative to the best compared isomer or geometry (same formula, charge and spin) (eV): 0.846
Molecular weight (g/mol): 1318.365
LUMO (spin up / spin down) (eV): 0.671 / 0.717
Calculated total energy (a.u.): -10695.4924
HOMO energy (spin up / spin down) (eV): -5.27 / -5.26
Multiplicity: 2
Charge: -1
Gap between HOMO and LUMO (spin up / spin down) (hartree): 0.2182 / 0.2198

[3]
ORCA calculation (wB97M-V/def2-TZVPD) on C29H32BrN4O3V as an isolated structure in a non-equilibrium geometry.

```
70
Properties=species:S:1:pos:R:3:mulliken_spin:R:1
V -0.309 0.131 -0.354 1.93
C -1.828 -2.142 0.741 -0.01
N -0.466 -1.603 0.939 -0.05
C 0.561 -2.611 0.615 0.00
C 1.711 -1.931 -0.074 0.07
C 3.011 -2.394 -0.076 0.00
C 3.951 -1.755 -0.875 0.01
C 3.542 -0.704 -1.684 -0.01
C 2.228 -0.291 -1.622 0.02
N 1.333 -0.863 -0.798 -0.08
C -0.267 -1.061 2.296 0.02
C -0.993 0.251 2.381 0.04
C -1.225 0.909 3.572 -0.01
C -1.941 2.097 3.546 0.01
C -2.444 2.555 2.336 -0.01
C -2.161 1.855 1.180 0.04
N -1.406 0.738 1.197 -0.06
C -2.207 -1.990 -0.710 0.05
C -3.143 -2.802 -1.321 -0.01
C -3.481 -2.565 -2.646 0.02
C -2.845 -1.537 -3.326 -0.01
C -1.906 -0.778 -2.658 0.04
N -1.595 -0.987 -1.369 -0.03
H -1.902 -3.182 1.065 0.00
H -2.534 -1.563 1.339 0.00
H 0.868 -3.183 1.493 0.00
H 0.146 -3.321 -0.106 0.00
H 3.291 -3.243 0.533 0.00
H 4.982 -2.084 -0.880 0.00
H 4.231 -0.211 -2.356 0.00
H 1.868 0.511 -2.248 0.00
H -0.614 -1.751 3.072 0.00
H 0.797 -0.881 2.439 -0.01
H -0.870 0.482 4.500 0.00
H -2.123 2.645 4.461 0.00
H -3.045 3.451 2.277 0.00
H -2.535 2.175 0.218 0.00
H -3.611 -3.601 -0.762 0.00
H -4.226 -3.178 -3.135 0.00
H -3.079 -1.324 -4.359 0.00
H -1.394 0.023 -3.170 0.00
C 1.268 3.369 1.172 0.00
C 2.385 2.412 0.810 0.01
O 2.219 1.144 1.469 0.00
C 3.440 0.724 2.093 0.00
C 3.218 -0.415 3.064 0.00
H 1.375 4.290 0.598 0.00
H 1.308 3.614 2.234 0.00
H 0.294 2.943 0.949 0.00
H 3.333 2.854 1.119 0.00
H 2.426 2.249 -0.272 0.00
H 3.860 1.573 2.640 0.00
H 4.162 0.431 1.322 0.00
H 2.515 -0.125 3.846 0.00
H 4.168 -0.653 3.543 0.00
H 2.867 -1.316 2.558 0.00
Br -2.894 4.976 -2.728 0.00
C -1.087 4.636 -3.176 0.00
C -0.441 5.617 -3.912 0.00
C 0.893 5.476 -4.252 0.00
C 1.605 4.359 -3.842 0.00
C 0.972 3.389 -3.095 0.01
C -0.383 3.491 -2.756 0.00
C -0.977 2.374 -1.982 -0.02
O -2.165 2.140 -1.877 0.01
O -0.113 1.555 -1.372 0.04
H -0.983 6.501 -4.219 0.00
H 1.382 6.247 -4.833 0.00
H 2.649 4.254 -4.106 0.00
H 1.523 2.520 -2.765 0.00
```

Properties
Energy relative to the best compared isomer or geometry (same formula, charge and spin) (eV): 0.353
Molecular weight (g/mol): 615.448
LUMO (spin up / spin down) (eV): -6.214 / -6.269
Calculated total energy (a.u.): -5086.6494
HOMO energy (spin up / spin down) (eV): -13.49 / -13.49
Multiplicity: 3
Charge: +2
Gap between HOMO and LUMO (spin up / spin down) (hartree): 0.2673 / 0.2653

[4]
ORCA calculation (wB97M-V/def2-TZVPD) on a 10-piece molecular cluster, H20O10 overall.

```
30
Properties=species:S:1:pos:R:3:lowdin_charge:R:1
O 1.551 -0.771 -2.846 -0.07
H 0.745 -0.553 -3.320 -0.02
H 1.619 -0.095 -2.169 -0.01
O 3.018 -1.806 -0.499 -0.05
H 3.817 -1.397 -0.162 0.03
H 2.321 -1.487 0.078 0.00
O -0.589 0.631 3.873 -0.05
H -0.147 0.812 3.042 -0.01
H -0.765 1.496 4.246 0.03
O 0.597 0.189 -0.430 -0.04
H 0.559 0.931 0.178 0.00
H -0.316 0.042 -0.692 0.02
O 3.428 1.067 1.923 -0.05
H 3.397 1.447 1.044 0.03
H 2.722 0.418 1.929 0.02
O -0.919 -0.258 -4.355 -0.06
H -1.178 -0.481 -3.456 -0.02
H -1.375 -0.895 -4.907 0.05
O 0.485 2.259 1.539 -0.04
H 0.731 2.867 2.238 0.07
H -0.021 2.792 0.922 0.07
O -2.028 -0.652 -1.805 -0.03
H -2.284 -1.521 -1.491 0.06
H -2.858 -0.202 -1.976 0.08
O -1.419 -1.762 1.219 -0.03
H -0.546 -1.371 1.142 0.03
H -1.372 -2.562 0.693 0.06
O -3.309 0.391 1.065 -0.07
H -3.227 0.767 1.943 0.03
H -2.636 -0.294 1.033 -0.03
```

Properties
Energy relative to the best compared isomer or geometry (same formula, charge and spin) (eV): 2.738
Molecular weight (g/mol): 180.150
LUMO (eV): -0.286
Calculated total energy (a.u.): -764.3813
HOMO energy (eV): -10.11
SMILES string: O.O.O.O.O.O.O.O.O.O
Charge: 0
Gap between HOMO and LUMO (hartree): 0.3609